(1)
Below is a structure of composition C17H22ClGeIrNO2S at a distorted geometry, with properties calculated with ωB97M-V/def2-TZVPD.

Summary:
Net charge   -1
Orbital gap   7.1 eV
Spin multiplicity   1
LUMO energy   2.85 eV

```
46
C17H22ClGeIrNO2S (ωB97M-V/def2-TZVPD)
Ir 0.049 1.147 -0.699
C 0.477 1.388 3.636
C 0.903 1.379 2.184
O -0.004 1.092 1.386
C 2.271 1.675 1.833
C 3.181 1.975 2.878
C 4.500 2.250 2.661
C 4.978 2.239 1.333
C 4.145 1.959 0.294
C 2.755 1.661 0.482
O 2.087 1.385 -0.566
H -0.579 1.139 3.676
H 0.631 2.376 4.072
H 1.046 0.665 4.222
H 2.815 1.985 3.896
H 5.163 2.475 3.486
H 6.020 2.462 1.136
H 4.498 1.952 -0.729
S -0.337 0.994 -3.012
C -1.935 0.742 -2.449
C -3.154 0.583 -3.119
C -4.311 0.543 -2.374
C -4.257 0.675 -0.982
C -3.024 0.824 -0.384
N -1.900 0.814 -1.101
H -3.165 0.518 -4.198
H -5.268 0.429 -2.869
H -5.153 0.674 -0.379
H -2.901 0.932 0.686
Cl -0.327 3.539 -0.502
C -1.949 -2.468 0.431
Ge -0.519 -2.408 -0.919
C -1.344 -2.541 -2.694
C 0.508 -4.084 -0.710
C 0.647 -0.903 -0.632
H -2.534 -3.386 0.350
H -2.621 -1.620 0.305
H -1.522 -2.417 1.434
H -1.886 -3.484 -2.797
H -0.576 -2.490 -3.468
H -2.040 -1.724 -2.860
H -0.126 -4.964 -0.842
H 0.959 -4.127 0.283
H 1.313 -4.121 -1.446
H 1.481 -0.849 -1.330
H 1.004 -0.884 0.400
```


(2)
Below is an isolated molecule of C17H22ClN7 at a distorted geometry, with properties calculated with ωB97M-V/def2-TZVPD.

Summary:
Orbital gap   8.3 eV
Structure (SMILES)   CC(C)c1nc2nc(NCCCN)nc(Nc3ccc(Cl)cc3)c2[nH]1
Spin multiplicity   1
LUMO energy   0.56 eV

```
47
C17H22ClN7 (ωB97M-V/def2-TZVPD)
C 0.159 -5.392 0.721
C 0.960 -4.079 0.911
C 1.608 -3.774 2.279
C -0.139 -2.954 0.772
N -1.023 -2.498 1.601
C -1.461 -1.286 1.068
N -1.947 -0.214 1.721
C -2.144 0.871 1.003
N -2.219 2.083 1.642
C -1.197 2.363 2.628
C -0.272 3.423 1.935
C 0.186 2.856 0.573
N 0.976 3.931 -0.014
N -2.123 0.876 -0.332
C -1.635 -0.108 -0.938
N -1.556 0.082 -2.310
C -1.388 -0.905 -3.314
C -1.426 -2.284 -3.148
C -1.127 -3.162 -4.081
C -0.518 -2.663 -5.206
Cl 0.115 -3.811 -6.235
C -0.438 -1.241 -5.491
C -0.918 -0.350 -4.536
C -0.999 -1.198 -0.290
N -0.142 -2.332 -0.449
H -0.524 -5.287 -0.089
H -0.533 -5.573 1.619
H 0.766 -6.264 0.753
H 1.759 -3.922 0.129
H 2.379 -4.617 2.449
H 0.882 -3.825 3.131
H 2.167 -2.803 2.285
H -2.490 2.807 1.038
H -1.724 2.826 3.432
H -0.648 1.444 2.979
H 0.510 3.602 2.720
H -0.763 4.330 1.818
H 0.848 1.927 0.597
H -0.609 2.775 -0.160
H 0.500 4.882 -0.073
H 1.934 3.979 0.405
H -1.786 1.045 -2.609
H -1.767 -2.673 -2.186
H -1.215 -4.210 -3.870
H -0.157 -0.878 -6.496
H -1.058 0.699 -4.644
H 0.460 -2.569 -1.218
```


(3)
Below is an isolated molecule of C17H22ClNO4, with properties calculated with ωB97M-V/def2-TZVPD.

Summary:
Orbital gap   9.3 eV
Structure (SMILES)   CCC(CC)NC(=O)COC(=O)CCC(=O)c1ccc(Cl)cc1
Spin multiplicity   1
LUMO energy   -0.06 eV

```
45
C17H22ClNO4 (ωB97M-V/def2-TZVPD)
C -0.196 -0.442 -2.648
C -1.058 -1.649 -2.296
C -1.265 -1.821 -0.793
C -2.239 -2.961 -0.458
C -3.686 -2.618 -0.789
N 0.026 -2.079 -0.171
C 0.237 -1.996 1.146
O -0.614 -1.748 1.976
C 1.704 -2.252 1.553
O 2.523 -1.102 1.338
C 2.991 -0.877 0.111
O 2.737 -1.576 -0.840
C 3.894 0.333 0.076
C 3.194 1.600 0.589
C 2.135 2.041 -0.411
O 2.468 2.423 -1.512
C 0.706 1.991 -0.021
C -0.200 2.674 -0.838
C -1.555 2.642 -0.584
C -2.024 1.899 0.492
Cl -3.719 1.814 0.794
C -1.144 1.216 1.319
C 0.214 1.272 1.067
H -0.643 0.470 -2.262
H 0.806 -0.532 -2.234
H -0.104 -0.351 -3.727
H -0.600 -2.558 -2.693
H -2.034 -1.534 -2.767
H -1.661 -0.892 -0.360
H -2.163 -3.156 0.613
H -1.936 -3.864 -0.992
H -4.342 -3.418 -0.455
H -3.831 -2.487 -1.858
H -3.981 -1.701 -0.284
H 0.810 -2.259 -0.784
H 1.744 -2.439 2.627
H 2.109 -3.102 0.995
H 4.761 0.120 0.704
H 4.224 0.484 -0.953
H 2.791 1.439 1.585
H 3.937 2.398 0.634
H 0.188 3.226 -1.681
H -2.249 3.172 -1.218
H -1.514 0.621 2.140
H 0.870 0.718 1.718
```


(4)
Below is a cluster of 2 separate species, C17H22FN2O8S2 in total at a distorted geometry, with properties calculated with ωB97M-V/def2-TZVPD.

Summary:
Net charge   -1
Orbital gap   5.2 eV
Spin multiplicity   1
LUMO energy   1.57 eV

```
52
C17H22FN2O8S2 (ωB97M-V/def2-TZVPD)
C 4.699 3.264 -0.033
C 4.321 1.908 0.531
C 4.526 0.792 -0.481
C 5.141 1.627 1.777
O 2.927 1.913 1.021
C 1.946 2.108 0.113
N 0.715 1.877 0.843
N -0.313 2.020 0.131
C -1.537 2.075 0.890
O -1.677 2.030 2.094
O -2.516 2.220 -0.031
C -3.913 2.208 0.448
C -4.177 3.376 1.378
C -4.242 0.877 1.101
C -4.732 2.375 -0.819
O 2.079 2.431 -1.047
H 4.575 4.038 0.736
H 5.754 3.267 -0.336
H 4.084 3.509 -0.905
H 4.230 -0.176 -0.051
H 3.941 0.969 -1.391
H 5.586 0.730 -0.757
H 4.857 0.659 2.201
H 6.210 1.603 1.544
H 4.969 2.406 2.527
H -3.973 4.323 0.860
H -5.232 3.385 1.680
H -3.557 3.308 2.278
H -4.074 0.049 0.397
H -3.631 0.715 1.995
H -5.300 0.857 1.394
H -4.527 1.552 -1.511
H -5.803 2.377 -0.591
H -4.480 3.321 -1.308
F -0.707 -0.225 -1.368
C -0.493 -1.383 -0.768
S 1.014 -2.213 -1.103
O 1.455 -1.995 -2.466
O 1.931 -2.056 0.006
C 0.306 -3.868 -1.020
C -1.042 -3.948 -0.721
C -1.685 -5.180 -0.663
C -0.952 -6.340 -0.909
C 0.411 -6.259 -1.217
C 1.045 -5.019 -1.278
S -1.892 -2.386 -0.440
O -2.249 -2.310 0.961
O -2.905 -2.225 -1.467
H -2.747 -5.204 -0.426
H -1.454 -7.303 -0.861
H 0.988 -7.157 -1.416
H 2.100 -4.919 -1.525
```